Below is a single C3H7FOP2 molecule, with properties calculated with ωB97M-V with the def2-TZVPD basis set.

The SMILES is CC(=O)C(F)(P)P. As for the energy relative to the best compared isomer or geometry (same formula, charge and spin): 0.000 eV. As for the HOMO energy: -0.350 hartree.

Last column: Mulliken charge in e.
Atoms and positions in Å:
C -0.13 -0.11 -2.13  -1.086
C -0.16 0.51 -0.80  0.684
O -0.39 1.65 -0.49  -0.523
C -0.17 -0.56 0.46  0.231
F -0.29 -1.85 0.11  -0.335
P -1.52 0.29 1.49  -0.062
P 1.42 -0.40 1.53  0.005
H -1.17 -0.70 -2.24  0.250
H 0.63 -0.82 -2.12  0.368
H -0.02 0.71 -2.88  0.310
H -1.28 -0.54 2.60  0.075
H -0.59 1.09 2.21  0.033
H 1.23 0.89 1.73  0.009
H 2.45 -0.17 0.54  0.042

Below is a single C9H18ClNO3Si molecule, with properties calculated with ωB97M-V with the def2-TZVPD basis set.

The SMILES is ClCCC[Si]12OCCN(CCO1)CCO2. As for the energy relative to the best compared isomer or geometry (same formula, charge and spin): 0.238 eV. As for the HOMO energy: -0.305 hartree.

Last column: Mulliken charge in e.
Atoms and positions in Å:
Cl 4.41 0.57 0.36  -0.213
C 3.19 0.19 1.57  -0.200
C 2.68 -1.25 1.54  -0.792
C 2.07 -1.68 0.22  -0.883
Si 0.55 -0.66 -0.22  0.441
O -0.19 -1.33 -1.55  -0.416
C -1.52 -1.70 -1.31  -0.130
C -2.46 -0.53 -1.49  -1.035
N -1.97 0.74 -0.87  0.150
C -2.24 0.98 0.56  -1.004
C -1.19 0.36 1.50  -0.135
O -0.56 -0.77 1.04  -0.364
C -1.07 1.64 -1.64  -0.791
C 0.16 1.99 -0.84  -0.472
O 0.98 0.92 -0.54  -0.213
H 2.38 0.91 1.40  0.038
H 3.65 0.37 2.55  0.414
H 3.47 -1.92 1.84  0.432
H 1.87 -1.41 2.32  0.237
H 1.79 -2.74 0.29  0.314
H 2.82 -1.57 -0.56  0.404
H -1.76 -2.53 -2.02  0.447
H -1.58 -2.14 -0.30  0.251
H -2.57 -0.36 -2.57  0.307
H -3.47 -0.76 -1.10  0.398
H -2.38 2.02 0.68  0.458
H -3.22 0.55 0.69  0.329
H -1.69 0.15 2.48  0.425
H -0.42 1.09 1.75  0.171
H -1.65 2.54 -1.92  0.351
H -0.75 1.14 -2.53  0.361
H -0.07 2.51 0.10  0.276
H 0.77 2.67 -1.41  0.443

Below is 2 unconnected molecules or ions with the total composition CH6S2, with properties calculated with ωB97M-V with the def2-TZVPD basis set.

The spin multiplicity is 2. The net charge is +1. As for the energy relative to the best compared isomer or geometry (same formula, charge and spin): 0.117 eV. As for the HOMO energy (alpha / beta): -0.605 / -0.610 hartree.

Last column: Mulliken spin population.
Atoms and positions in Å:
C -0.79 -1.86 2.73  0.000
H -1.86 -1.67 2.75  0.000
H -0.28 -1.15 3.38  0.000
H -0.69 -2.87 3.14  0.000
H -0.34 -1.83 1.73  -0.001
S 1.14 0.71 -0.49  0.484
S -0.67 0.45 -1.23  0.499
H 0.79 0.60 0.82  0.010
H -1.09 -0.57 -0.44  0.008

Below is a molecular structure, C8H16Cl8N3O9V, with properties calculated with ωB97M-V with the def2-TZVPD basis set.

The spin multiplicity is 4. The net charge is -1. As for the HOMO energy (alpha / beta): -0.236 / -0.245 hartree.

Last column: Mulliken spin population.
Atoms and positions in Å:
V -11.98 -21.71 15.72  2.986
N -11.65 -19.70 18.29  0.001
O -11.60 -20.15 17.19  0.012
O -12.57 -18.93 18.61  0.005
O -10.82 -19.99 19.14  0.002
N -13.09 -24.20 15.85  -0.019
O -13.82 -25.16 16.05  0.017
O -13.19 -23.37 14.95  0.001
O -12.27 -23.83 16.57  0.016
N -9.42 -22.76 15.37  -0.001
O -8.27 -23.05 15.10  0.013
O -9.85 -22.23 16.37  -0.029
O -10.36 -22.79 14.60  -0.020
Cl -6.27 -20.43 19.18  0.000
C -7.47 -21.60 18.50  0.001
C -8.45 -22.05 19.57  0.001
Cl -7.92 -23.34 20.68  0.000
H -7.08 -22.47 17.95  -0.001
H -8.02 -20.98 17.79  0.000
H -9.39 -22.33 19.10  0.001
H -8.69 -21.20 20.21  0.000
Cl -6.22 -26.78 12.71  0.000
C -5.60 -25.68 13.97  0.000
C -5.84 -24.27 13.41  0.000
Cl -4.85 -23.94 12.05  0.000
H -4.52 -25.82 14.11  0.000
H -6.13 -25.95 14.88  0.000
H -5.56 -23.61 14.24  0.000
H -6.86 -23.94 13.21  0.000
Cl -5.77 -18.33 16.42  0.000
C -5.98 -18.94 14.76  0.001
C -6.91 -20.13 14.68  -0.001
Cl -8.59 -19.55 14.86  0.008
H -4.98 -19.17 14.38  0.000
H -6.38 -18.16 14.12  0.000
H -6.68 -20.78 15.52  0.000
H -6.85 -20.58 13.69  0.000
Cl -8.65 -21.36 11.52  0.000
C -10.02 -22.44 11.28  -0.007
C -10.59 -22.42 9.92  0.001
Cl -10.78 -20.82 9.33  0.000
H -10.82 -22.08 11.92  0.011
H -9.74 -23.45 11.59  0.001
H -11.55 -22.93 9.96  0.000
H -9.95 -22.97 9.23  0.000

Below is a molecular structure, C24H41CoNP2, with properties calculated with ωB97M-V with the def2-TZVPD basis set.

The spin multiplicity is 5. The net charge is +1. As for the energy relative to the best compared isomer or geometry (same formula, charge and spin): 1.367 eV. As for the HOMO energy (alpha / beta): -0.368 / -0.396 hartree.

Last column: Mulliken spin population.
Atoms and positions in Å:
Co 0.65 -0.70 -0.49  2.069
C 2.94 -0.10 0.08  0.462
C 2.54 0.39 1.38  0.069
C 1.96 -1.85 1.30  0.360
C 2.55 -1.50 -0.01  -0.161
C 2.08 -0.73 2.15  0.142
C 3.91 0.56 -0.84  0.010
H 3.98 1.63 -0.66  0.001
H 3.63 0.37 -1.88  0.011
H 4.91 0.13 -0.73  0.019
C 3.09 -2.48 -1.01  0.030
H 3.14 -2.03 -2.01  -0.003
H 2.44 -3.36 -1.04  0.000
H 4.10 -2.81 -0.71  -0.004
C 1.60 -3.22 1.71  -0.031
H 2.48 -3.68 2.20  0.025
H 1.34 -3.84 0.83  0.006
H 0.77 -3.24 2.43  0.012
C 1.71 -0.67 3.61  0.040
H 2.49 -1.10 4.25  -0.002
H 0.83 -1.30 3.80  0.003
H 1.52 0.34 3.97  0.000
C 2.54 1.81 1.83  -0.024
H 3.19 2.03 2.69  0.005
H 1.52 2.13 2.13  0.009
H 2.84 2.49 1.03  -0.004
C -1.95 0.08 -2.10  0.448
C -1.15 1.27 -2.19  0.144
C -2.01 2.62 -1.97  0.023
C -2.77 2.83 -0.65  -0.018
C -2.53 1.79 0.36  -0.021
C -3.24 0.64 0.51  0.061
C -3.97 -0.06 -0.57  0.039
C -3.39 0.04 -2.00  0.077
H -2.79 2.57 -2.75  0.007
H -3.86 2.96 -0.83  0.001
H -1.47 3.53 -2.18  -0.001
H -3.90 0.83 -2.56  0.020
H -1.45 -0.86 -2.35  0.103
H -0.82 1.57 -3.26  0.054
H -3.64 -0.87 -2.56  -0.004
H -4.05 -1.13 -0.36  -0.005
H -3.48 0.35 1.55  0.003
H -5.00 0.28 -0.60  -0.013
H -2.48 3.80 -0.21  -0.001
H -1.94 2.15 1.22  0.000
P 0.52 0.79 -2.03  0.024
C 0.81 -0.42 -3.47  0.003
C 1.29 2.36 -1.88  0.023
P -0.83 -0.99 2.20  0.038
C -0.66 -0.08 0.66  -0.230
C -1.19 0.47 3.25  -0.009
C -2.20 -2.09 1.75  0.011
H 0.74 -1.47 -3.16  0.002
H 1.82 -0.26 -3.88  -0.001
H 0.04 -0.22 -4.24  0.000
H 0.61 3.09 -1.36  -0.001
H 1.53 2.67 -2.89  0.003
H 2.22 2.19 -1.28  -0.004
H -3.02 -1.57 1.23  0.001
H -2.56 -2.55 2.68  -0.001
H -1.81 -2.87 1.07  0.005
H -1.49 -0.36 -0.05  0.102
H -0.40 0.99 0.72  0.019
H -1.06 0.09 4.27  0.000
H -2.18 0.89 3.12  0.004
H -0.43 1.26 3.10  -0.003
N -0.59 -3.28 -1.33  0.066
C -0.03 -2.29 -1.01  -0.011

Below is a single C3H7NO2 molecule, with properties calculated with ωB97M-V with the def2-TZVPD basis set.

The SMILES is O=CNCCO. As for the energy relative to the best compared isomer or geometry (same formula, charge and spin): 1.474 eV. As for the HOMO energy: -0.366 hartree.

Last column: Mulliken charge in e.
Atoms and positions in Å:
O 1.01 -1.81 1.23  -0.491
C 1.49 -1.11 0.39  0.010
N 1.00 0.16 0.03  -0.282
C -0.20 0.81 0.56  -0.445
C -1.40 0.23 -0.19  -0.524
O -1.08 0.22 -1.53  -0.549
H 2.24 -1.55 -0.32  0.340
H 1.50 0.67 -0.70  0.297
H -0.16 0.69 1.64  0.313
H -0.16 1.93 0.35  0.301
H -2.25 0.82 0.01  0.388
H -1.68 -0.71 0.21  0.284
H -0.31 -0.37 -1.68  0.359

Max |F|: 0.073 0.056 0.011 0.197 0.095 0.048 (hartree/bohr)